(1)
Entry from the Open Molecules 2025 dataset: the molecule CH2O2 (ωB97M-V/def2-TZVPD).

Last column: Löwdin charge in e.
Cartesian coordinates (Å):
O  -0.769  0.142  0.406  0.1140
O  -0.005  0.297  -1.505  0.1272
C  0.213  0.062  -0.397  -0.5080
H  1.018  -0.578  0.199  0.1710
H  -0.457  0.077  1.297  0.0958

Results
Charge = 0
E_HOMO = -10.95 eV
SMILES string = O=CO
DFT total energy = -189.756219 hartree
Energy relative to the best compared isomer or geometry (same formula, charge and spin) = 85.3 kJ/mol

(2)
Entry from the Open Molecules 2025 dataset: a cluster of 2 separate species, CH2O2 in total (ωB97M-V/def2-TZVPD).

Last column: Löwdin charge in e.
Cartesian coordinates (Å):
O  -2.415  -1.196  0.697  0.1910
O  -1.666  -1.094  2.917  0.1435
C  -2.169  -0.949  1.819  -0.3345
H  23.073  12.209  -19.773  0.0000
H  22.589  11.806  -20.049  0.0000

Results
Charge = 0
E_HOMO = -12.86 eV
SMILES string = [H][H].O=C=O
DFT total energy = -189.763389 hartree
Energy relative to the best compared isomer or geometry (same formula, charge and spin) = 66.5 kJ/mol

(3)
Entry from the Open Molecules 2025 dataset: a cluster of 2 separate species, CH2O2 in total (ωB97M-V/def2-TZVPD).

Last column: Löwdin charge in e.
Cartesian coordinates (Å):
O  0.673  0.849  -0.694  0.2025
O  0.441  -1.464  -0.647  0.2011
C  0.526  -0.305  -0.694  -0.4037
H  -6.226  3.047  7.534  0.0000
H  -6.051  3.758  7.368  0.0000

Results
Charge = 0
E_HOMO = -13.07 eV
SMILES string = [H][H].O=C=O
DFT total energy = -189.784683 hartree
Energy relative to the best compared isomer or geometry (same formula, charge and spin) = 10.6 kJ/mol

(4)
Entry from the Open Molecules 2025 dataset: a cluster of 2 separate species, CH2O2S in total (ωB97M-V/def2-TZVPD).

Last column: Löwdin charge in e.
Cartesian coordinates (Å):
S  -0.912  1.086  -0.200  0.7068
O  1.545  0.038  -0.165  0.0292
O  -2.527  -1.066  0.127  -0.1961
C  0.299  -0.013  0.119  -0.7369
H  1.763  0.970  -0.332  0.1195
H  -0.167  -1.014  0.451  0.0775

Results
Charge = 0
E_HOMO (spin up / spin down) = -9.50 / -9.53 eV
DFT total energy = -587.758679 hartree
Energy relative to the best compared isomer or geometry (same formula, charge and spin) = 598.9 kJ/mol

(5)
Entry from the Open Molecules 2025 dataset: the molecule CH2O2S (ωB97M-V/def2-TZVPD).

Last column: Löwdin charge in e.
Cartesian coordinates (Å):
S  0.466  -0.159  -0.485  0.7288
O  1.392  -1.229  -0.323  -0.3080
O  0.583  0.630  -1.654  -0.3038
C  -0.634  0.223  0.720  -0.1480
H  -0.998  1.194  0.487  0.0216
H  -0.809  -0.660  1.255  0.0096

Results
Charge = 0
E_HOMO = -10.10 eV
SMILES string = C=S(=O)=O
DFT total energy = -587.875332 hartree
Energy relative to the best compared isomer or geometry (same formula, charge and spin) = 292.6 kJ/mol

(6)
Entry from the Open Molecules 2025 dataset: the molecule CH2O2S2 (ωB97M-V/def2-TZVPD).

Last column: Löwdin charge in e.
Cartesian coordinates (Å):
S  0.365  -1.836  0.882  0.6875
S  -1.885  -0.104  -0.096  0.7906
O  0.495  0.632  -0.088  -0.2019
O  1.894  0.545  0.137  -0.0052
C  -0.191  -0.455  0.263  -1.2680
H  2.223  1.342  -0.306  0.1187
H  -2.309  -1.317  0.256  -0.1216

Results
Charge = 0
E_HOMO = -9.01 eV
SMILES string = OOC(=S)S
DFT total energy = -986.041152 hartree
Energy relative to the best compared isomer or geometry (same formula, charge and spin) = 241.9 kJ/mol

(7)
Entry from the Open Molecules 2025 dataset: a cluster of 2 separate species, CH2O2S2 in total (ωB97M-V/def2-TZVPD).

Last column: Löwdin charge in e.
Cartesian coordinates (Å):
S  -4.916  0.380  0.119  0.7110
S  -0.594  -1.806  -0.114  0.8359
O  -1.850  -2.438  -0.514  -0.5672
O  -3.850  1.169  -0.621  -0.7026
C  -0.533  -0.280  0.592  -0.2880
H  0.208  0.068  1.262  -0.0070
H  -1.459  0.361  0.627  0.0180

Results
Charge = 0
E_HOMO (spin up / spin down) = -9.59 / -9.56 eV
DFT total energy = -986.016680 hartree
Energy relative to the best compared isomer or geometry (same formula, charge and spin) = 306.1 kJ/mol

(8)
Entry from the Open Molecules 2025 dataset: the molecule CH2O2S2 (ωB97M-V/def2-TZVPD).

Last column: Löwdin charge in e.
Cartesian coordinates (Å):
S  0.932  -0.852  1.299  0.8151
S  1.551  1.505  -0.510  0.7292
O  -0.870  0.610  -1.822  -0.0947
O  -0.642  -0.173  -0.706  -0.2631
C  0.722  0.251  0.005  -1.1936
H  -1.669  1.122  -1.605  0.1118
H  2.052  -0.265  1.733  -0.1047

Results
Charge = 0
E_HOMO = -9.42 eV
SMILES string = OOC(=S)S
DFT total energy = -986.021438 hartree
Energy relative to the best compared isomer or geometry (same formula, charge and spin) = 293.6 kJ/mol

(9)
Entry from the Open Molecules 2025 dataset: a cluster of 2 separate species, CH2O3 in total (ωB97M-V/def2-TZVPD).

Last column: Löwdin charge in e.
Cartesian coordinates (Å):
O  0.420  2.194  0.143  0.1736
O  -0.298  -0.273  -1.009  -0.2430
O  0.032  -1.526  -0.664  -0.1558
C  0.261  1.283  0.803  0.0726
H  0.295  0.433  1.397  0.0935
H  -0.709  -2.111  -0.671  0.0591

Results
Charge = 0
E_HOMO (spin up / spin down) = -8.93 / -6.92 eV
DFT total energy = -264.774176 hartree
Energy relative to the best compared isomer or geometry (same formula, charge and spin) = 740.4 kJ/mol

(10)
Entry from the Open Molecules 2025 dataset: the molecule CH2O3P2 (ωB97M-V/def2-TZVPD).

Last column: Löwdin charge in e.
Cartesian coordinates (Å):
P  0.186  0.963  0.320  0.5348
P  -1.293  -0.777  -0.631  0.7894
O  0.849  1.932  1.154  -0.2359
O  -1.514  -1.244  0.746  -0.5086
O  -1.189  1.213  -0.176  -0.3630
C  0.684  -0.551  -0.363  -0.3615
H  1.100  -1.351  0.272  0.0710
H  1.177  -0.184  -1.321  0.0739

Results
Charge = 0
E_HOMO = -9.82 eV
SMILES string = O=[P@@]12C[P@]1(=O)O2
DFT total energy = -947.752703 hartree
Energy relative to the best compared isomer or geometry (same formula, charge and spin) = 64.9 kJ/mol

(11)
Entry from the Open Molecules 2025 dataset: a structure of composition CH2O3Pr (ωB97M-V/def2-TZVPD).

Last column: Löwdin charge in e.
Cartesian coordinates (Å):
Pr  -2.278  1.052  0.801  1.8796
O  1.512  -0.753  -0.644  0.2666
O  0.354  0.977  0.272  0.0498
O  -0.664  -0.816  -0.153  0.0166
C  0.570  -0.300  -0.070  -0.6061
H  1.154  1.456  0.531  0.1861
H  -0.648  -1.616  -0.738  0.2074

Results
Charge = +2
E_HOMO (spin up / spin down) = -16.59 / -19.90 eV
Multiplicity = 4
DFT total energy = -781.309007 hartree
Energy relative to the best compared isomer or geometry (same formula, charge and spin) = 93.1 kJ/mol
Expectation value of S² = 3.752

(12)
Entry from the Open Molecules 2025 dataset: the molecule CH2O3S (ωB97M-V/def2-TZVPD).

Last column: Löwdin charge in e.
Cartesian coordinates (Å):
S  0.812  -0.139  -0.441  0.6210
O  -1.509  -0.106  0.589  -0.0047
O  1.265  -0.081  -1.766  -0.3418
O  0.839  -1.424  0.202  -0.3649
C  -0.826  0.803  -0.002  -0.0688
H  -2.175  0.332  1.130  0.1183
H  1.593  0.614  0.287  0.0409

Results
Charge = 0
E_HOMO = -9.87 eV
DFT total energy = -663.052266 hartree
Energy relative to the best compared isomer or geometry (same formula, charge and spin) = 316.7 kJ/mol

(13)
Entry from the Open Molecules 2025 dataset: a structure of composition CH2O3Y (ωB97M-V/def2-TZVPD).

Last column: Löwdin charge in e.
Cartesian coordinates (Å):
Y  3.367  0.356  0.108  1.9738
O  -2.677  -0.025  -0.003  -0.1593
O  1.451  1.293  0.078  -0.2673
O  1.620  -0.866  0.050  -0.2705
C  0.817  0.157  0.040  -0.3623
H  -1.560  -0.026  -0.026  0.0779
H  -3.019  -0.889  -0.248  0.0076

Results
Charge = +1
E_HOMO (spin up / spin down) = -12.62 / -12.62 eV
DFT total energy = -302.985859 hartree

(14)
Entry from the Open Molecules 2025 dataset: a cluster of 2 separate species, CH2O4 in total (ωB97M-V/def2-TZVPD).

Last column: Löwdin charge in e.
Cartesian coordinates (Å):
O  0.663  2.282  1.853  0.1821
O  2.679  1.211  1.250  0.2110
O  0.759  1.043  2.626  0.1706
O  0.058  0.163  -0.015  -0.0277
C  1.655  1.430  1.742  -0.6454
H  -0.015  0.123  -0.973  0.0557
H  -0.212  -0.700  0.309  0.0537

Results
Charge = 0
E_HOMO (spin up / spin down) = -8.10 / -11.75 eV
Multiplicity = 3
DFT total energy = -340.010427 hartree
Energy relative to the best compared isomer or geometry (same formula, charge and spin) = 214.4 kJ/mol
Expectation value of S² = 2.021

(15)
Entry from the Open Molecules 2025 dataset: the ion CH2O4P with charge -1 (ωB97M-V/def2-TZVPD).

Last column: Löwdin charge in e.
Cartesian coordinates (Å):
P  1.454  -0.148  -0.320  0.4259
O  2.011  1.042  0.293  -0.3969
O  -2.895  0.114  0.097  -0.0600
O  1.567  -1.490  0.328  -0.4032
O  -0.551  -0.066  -0.343  -0.2386
C  -1.666  0.199  0.318  -0.4763
H  -1.264  0.239  1.362  0.1156
H  1.344  0.110  -1.734  0.0335

Results
Charge = -1
E_HOMO = -5.65 eV
SMILES string = O=CO[P@@H](=O)[O-]
DFT total energy = -681.740508 hartree
Energy relative to the best compared isomer or geometry (same formula, charge and spin) = 88.3 kJ/mol

(16)
Entry from the Open Molecules 2025 dataset: the ion CH2O4P with charge -1 (ωB97M-V/def2-TZVPD).

Last column: Löwdin charge in e.
Cartesian coordinates (Å):
P  -1.155  0.594  -0.375  0.5226
O  -1.850  1.562  0.479  -0.3207
O  1.316  0.706  -0.360  -0.2946
O  -1.738  0.217  -1.667  -0.3187
O  -0.385  -0.526  0.601  -0.2285
C  0.965  -0.459  0.355  -0.5504
H  1.621  -0.706  1.241  0.0975
H  1.226  -1.388  -0.274  0.0929

Results
Charge = -1
E_HOMO = -4.42 eV
SMILES string = O=P(=O)OC[O-]
DFT total energy = -681.711702 hartree
Energy relative to the best compared isomer or geometry (same formula, charge and spin) = 164.0 kJ/mol

(17)
Entry from the Open Molecules 2025 dataset: a cluster of 2 separate species, CH2O4S in total (ωB97M-V/def2-TZVPD).

Last column: Löwdin charge in e.
Cartesian coordinates (Å):
S  -0.217  -0.735  -0.067  0.6033
O  1.006  -0.676  0.625  -0.3382
O  0.313  1.820  1.840  0.0734
O  -1.432  -0.052  0.341  -0.3022
O  -0.037  -0.483  -1.618  -0.1397
C  0.829  1.792  0.860  -0.0248
H  -0.222  0.405  -1.703  0.0315
H  -0.241  -2.072  -0.276  0.0967

Results
Charge = 0
E_HOMO = -11.76 eV
DFT total energy = -738.394059 hartree
Energy relative to the best compared isomer or geometry (same formula, charge and spin) = 146.0 kJ/mol

(18)
Entry from the Open Molecules 2025 dataset: a structure of composition CH2O4Sn (ωB97M-V/def2-TZVPD).

Last column: Löwdin charge in e.
Cartesian coordinates (Å):
Sn  2.085  0.191  -0.099  1.3921
O  -1.442  -0.138  -0.824  0.2390
O  0.491  1.058  -0.632  -0.2014
O  -1.047  1.254  0.823  0.3557
O  0.877  -0.948  0.691  -0.3761
C  -0.526  0.475  -0.096  -0.6575
H  0.599  -1.138  1.589  0.0774
H  -1.036  -0.754  -1.453  0.1708

Results
Charge = +1
E_HOMO (spin up / spin down) = -15.54 / -15.53 eV
Multiplicity = 2
DFT total energy = -554.196997 hartree
Energy relative to the best compared isomer or geometry (same formula, charge and spin) = 1.3 kJ/mol
Expectation value of S² = 0.755

(19)
Entry from the Open Molecules 2025 dataset: the ion CH2O5P2 with charge -2 (ωB97M-V/def2-TZVPD).

Last column: Löwdin charge in e.
Cartesian coordinates (Å):
P  -1.043  -1.065  0.036  0.0077
P  0.120  1.185  -0.093  0.2224
O  -0.782  -1.528  1.449  -0.4335
O  -0.511  -1.765  -1.117  -0.3917
O  -2.185  -0.150  -0.215  -0.4243
O  -0.270  2.107  -1.152  -0.4088
O  -0.121  1.577  1.331  -0.4064
C  1.537  0.247  -0.137  -0.1802
H  1.889  -0.425  -0.960  0.0215
H  1.365  -0.182  0.857  -0.0067

Results
Charge = -2
E_HOMO (spin up / spin down) = 2.12 / -0.80 eV
Multiplicity = 3
DFT total energy = -1098.226974 hartree
Energy relative to the best compared isomer or geometry (same formula, charge and spin) = 0.0 kJ/mol
Expectation value of S² = 2.007

(20)
Entry from the Open Molecules 2025 dataset: a cluster of 2 separate species, CH2O6S3 in total (ωB97M-V/def2-TZVPD).

Last column: Löwdin charge in e.
Cartesian coordinates (Å):
S  2.130  -1.643  0.596  0.3236
S  0.398  1.398  0.130  0.3409
S  -1.481  -0.895  -0.155  0.3172
O  1.675  1.560  0.856  -0.4530
O  -2.238  0.170  -0.815  -0.3474
O  -1.585  -2.222  -0.846  -0.4312
O  -0.727  1.792  0.945  -0.3624
O  -1.838  -1.082  1.252  -0.3914
O  0.523  2.169  -1.127  -0.4037
C  0.161  -0.355  -0.302  -0.3754
H  0.240  -0.482  -1.355  0.0290
H  2.743  -0.411  0.823  -0.2463

Results
Charge = -2
E_HOMO = -1.85 eV
DFT total energy = -1685.272544 hartree
Energy relative to the best compared isomer or geometry (same formula, charge and spin) = 197.3 kJ/mol

Q: Which maximum force values were calculated for the entries above? A: 4.7, 5.1, 0.6, 4.8, 5.0, 1.1, 4.1, 3.6, 3.4, 1.9, 4.9, 2.7, 4.8, 15.6, 3.3, 4.8, 3.9, 7.7, 3.8, 5.2, in eV/A.